# 1
Formula: C5H8N2
Source: the OMol25 dataset
Level of theory: wB97M-V/def2-TZVPD

Each line ends with the Mulliken charge.
Positions of all 15 atoms, in Å:
C  -0.90  1.92  -1.64  -1.017
C  -0.79  0.63  -0.74  0.512
C  0.47  0.18  -0.52  -0.514
N  0.41  -0.73  0.62  0.127
C  1.37  -1.50  1.51  -0.756
C  -0.93  -0.85  0.83  -0.033
N  -1.69  -0.07  0.09  -0.667
H  -1.71  1.96  -2.38  0.299
H  -1.01  2.79  -0.97  0.233
H  0.02  2.18  -2.22  0.312
H  1.19  0.31  -1.34  0.291
H  2.06  -0.85  2.07  0.293
H  0.86  -2.11  2.28  0.277
H  1.96  -2.20  0.92  0.301
H  -1.30  -1.66  1.48  0.341

Properties
- SMILES string = Cc1cn(C)cn1
- HOMO level (eV) = -8.57
- orbital gap (eV) = 9.44


# 2
Formula: C5H8N2
Source: the OMol25 dataset
Level of theory: wB97M-V/def2-TZVPD

Each line ends with the Mulliken charge.
Positions of all 15 atoms, in Å:
C  -1.08  1.72  -1.20  -0.009
C  0.51  0.11  0.71  1.088
C  1.94  0.27  0.85  -1.184
C  -1.23  -1.22  -0.58  -1.006
C  -0.01  -0.44  -0.49  -0.357
N  -1.74  2.52  -1.69  -0.430
N  -0.20  0.31  1.78  -0.637
H  2.32  0.36  1.85  0.357
H  2.23  -0.57  0.28  0.319
H  2.31  1.21  0.23  0.262
H  -0.96  -2.31  -0.66  0.353
H  -1.80  -0.94  -1.51  0.321
H  -1.81  -0.92  0.23  0.322
H  0.68  -0.58  -1.34  0.323
H  -1.16  0.48  1.53  0.276

Properties
- HOMO level (spin up / spin down) (eV) = -10.15 / -10.15
- orbital gap (spin up / spin down) (eV) = 7.67 / 7.68


# 3
Formula: C5H8N2
Source: the OMol25 dataset
Level of theory: wB97M-V/def2-TZVPD

Each line ends with the Mulliken charge.
Positions of all 15 atoms, in Å:
C  2.92  0.13  0.38  -0.172
C  3.21  0.72  -0.73  -0.472
C  -0.95  -0.37  0.32  0.677
C  -1.85  -0.87  -0.71  -1.188
C  -1.38  0.71  1.31  -0.968
N  1.37  -1.06  0.20  -0.986
N  0.28  -0.71  0.29  0.774
H  2.83  0.54  -1.76  0.244
H  4.08  1.37  -0.68  0.274
H  -2.51  -0.32  -1.24  0.398
H  -2.52  -1.69  -0.28  0.230
H  -1.27  -1.33  -1.59  0.295
H  -2.51  0.66  1.69  0.295
H  -0.55  0.63  2.04  0.328
H  -1.16  1.59  0.76  0.272

Properties
- HOMO level (eV) = -8.22
- orbital gap (eV) = 8.28


# 4
Formula: C5H8N2
Source: the OMol25 dataset
Level of theory: wB97M-V/def2-TZVPD

Each line ends with the Mulliken charge.
Positions of all 15 atoms, in Å:
H  1.22  -2.44  1.52  0.263
N  0.77  -1.53  1.61  -0.657
C  -0.07  -1.36  0.65  0.185
N  -1.54  -0.75  0.92  -0.478
C  -1.44  0.41  0.40  -0.278
C  -0.05  0.58  -0.14  0.514
C  0.81  1.33  0.62  -0.689
C  0.08  0.42  -1.65  -1.194
H  -0.17  -2.06  -0.18  0.391
H  -2.25  1.14  0.28  0.391
H  1.87  1.16  0.59  0.272
H  0.45  1.93  1.46  0.273
H  -0.22  1.35  -2.14  0.315
H  1.11  0.20  -1.92  0.344
H  -0.57  -0.38  -2.01  0.348

Properties
- SMILES string = [H]/N=C/N=C\C(=C)C
- HOMO level (eV) = -8.82
- orbital gap (eV) = 8.63


# 5
Formula: C5H8N2
Source: the OMol25 dataset
Level of theory: wB97M-V/def2-TZVPD

Each line ends with the Mulliken charge.
Positions of all 15 atoms, in Å:
C  -1.81  -0.98  0.24  -1.449
C  -0.67  -0.15  -0.32  0.442
C  -0.59  1.30  -0.01  -0.572
N  0.31  0.35  0.64  -0.349
C  1.71  0.44  0.23  -0.415
C  2.25  -0.83  -0.30  0.277
N  2.70  -1.78  -0.77  -0.408
H  -1.85  -0.86  1.32  0.352
H  -1.68  -2.04  0.01  0.341
H  -2.76  -0.65  -0.19  0.297
H  -0.29  -0.45  -1.29  0.450
H  -0.15  1.95  -0.77  0.266
H  -1.33  1.77  0.64  0.252
H  1.87  1.21  -0.54  0.215
H  2.30  0.72  1.11  0.301

Properties
- SMILES string = C[C@H]1CN1CC#N
- HOMO level (eV) = -9.74
- orbital gap (eV) = 10.68


# 6
Formula: C5H8N2
Source: the OMol25 dataset
Level of theory: wB97M-V/def2-TZVPD

Each line ends with the Mulliken charge.
Positions of all 15 atoms, in Å:
C  -1.99  -0.44  0.30  -0.758
N  -0.71  -0.10  -0.29  0.471
C  -0.11  -0.62  -1.43  0.019
C  1.08  0.00  -1.75  -0.924
C  1.49  0.22  1.05  -0.797
C  1.10  0.95  -0.69  -0.246
N  -0.01  0.91  0.20  -0.533
H  -2.67  0.40  0.21  0.293
H  -1.88  -0.71  1.36  0.276
H  -2.39  -1.30  -0.24  0.277
H  -0.64  -1.43  -1.92  0.348
H  2.53  0.51  0.91  0.351
H  1.36  -0.85  0.91  0.335
H  1.14  0.58  2.02  0.318
H  1.69  1.86  -0.62  0.568

Properties
- HOMO level (eV) = -7.56
- orbital gap (eV) = 8.28


# 7
Formula: C5H8N2
Source: the OMol25 dataset
Level of theory: wB97M-V/def2-TZVPD

Each line ends with the Mulliken charge.
Positions of all 15 atoms, in Å:
C  1.97  0.03  1.14  -1.274
C  0.85  -0.60  0.31  0.805
C  1.00  -0.44  -1.20  -0.756
N  -0.24  -0.11  -1.56  0.059
C  -1.17  0.11  -0.50  0.144
N  -2.48  0.47  -0.84  -0.558
C  -0.55  -0.15  0.66  -0.641
H  1.95  1.13  1.05  0.316
H  1.86  -0.23  2.20  0.312
H  2.94  -0.33  0.78  0.358
H  0.93  -1.70  0.40  0.207
H  -0.52  -0.04  -2.54  0.225
H  -3.03  0.70  -0.03  0.244
H  -2.52  1.23  -1.52  0.247
H  -0.98  -0.06  1.65  0.313

Properties
- HOMO level (eV) = -8.29
- orbital gap (eV) = 9.09


# 8
Formula: C5H8N2
Source: the OMol25 dataset
Level of theory: wB97M-V/def2-TZVPD

Each line ends with the Mulliken charge.
Positions of all 15 atoms, in Å:
C  1.00  -1.21  0.36  -1.034
C  -0.45  -1.23  -0.05  -0.297
N  -1.15  0.41  -0.79  -0.398
C  -0.15  1.25  -1.16  -0.353
C  0.38  1.83  -0.01  -0.181
N  -0.24  1.37  1.09  -0.549
C  -1.14  0.51  0.60  -0.066
H  1.43  -2.19  0.14  0.363
H  1.55  -0.47  -0.23  0.321
H  1.13  -0.97  1.41  0.320
H  -1.11  -1.74  0.65  0.352
H  -0.60  -1.64  -1.04  0.309
H  0.15  1.37  -2.20  0.366
H  1.17  2.57  0.06  0.380
H  -1.97  0.15  1.18  0.467

Properties
- HOMO level (eV) = -9.05
- orbital gap (eV) = 9.88


# 9
Formula: C5H8N2
Source: the OMol25 dataset
Level of theory: wB97M-V/def2-TZVPD

Each line ends with the Mulliken charge.
Positions of all 15 atoms, in Å:
C  2.27  0.32  -0.13  -0.889
N  0.91  0.02  0.27  0.159
C  0.41  -1.25  0.43  -0.390
C  -0.96  -1.20  0.32  -0.720
C  -1.31  0.16  0.06  0.850
N  -2.61  0.68  -0.10  -0.583
C  -0.14  0.88  0.04  -0.827
H  2.33  0.37  -1.22  0.318
H  2.59  1.28  0.29  0.292
H  2.94  -0.46  0.23  0.309
H  1.08  -2.08  0.61  0.351
H  -1.64  -2.03  0.42  0.316
H  -3.28  -0.04  -0.34  0.255
H  -2.64  1.41  -0.80  0.242
H  0.04  1.94  -0.09  0.318

Properties
- SMILES string = Cn1ccc(N)c1
- HOMO level (eV) = -7.48
- orbital gap (eV) = 8.54


# 10
Formula: C5H8N2
Source: the OMol25 dataset
Level of theory: wB97M-V/def2-TZVPD

Each line ends with the Mulliken charge.
Positions of all 15 atoms, in Å:
C  0.96  -0.90  0.92  -1.338
C  -0.09  0.15  0.57  0.475
C  0.32  1.56  0.98  -1.326
N  -0.39  -0.01  -0.86  -0.149
C  -1.56  -0.47  -1.23  -0.489
C  -1.60  -0.95  -2.58  0.411
N  -1.75  -1.53  -3.58  -0.390
H  1.03  -1.03  2.00  0.360
H  1.95  -0.61  0.55  0.360
H  0.70  -1.86  0.47  0.376
H  1.30  1.84  0.59  0.330
H  -0.42  2.30  0.66  0.359
H  0.38  1.59  2.08  0.360
H  0.41  0.06  -1.48  0.338
H  -1.04  -0.11  1.05  0.323

Properties
- HOMO level (eV) = -9.17
- orbital gap (eV) = 9.26


# 11
Formula: C5H8N2
Source: the OMol25 dataset
Level of theory: wB97M-V/def2-TZVPD

Each line ends with the Mulliken charge.
Positions of all 15 atoms, in Å:
C  -1.02  0.39  2.08  -1.113
C  -0.33  -0.04  0.81  0.890
C  -0.96  -0.19  -0.50  -1.388
C  0.20  -0.22  -1.36  0.800
N  0.10  -0.48  -2.75  -0.598
C  1.35  0.03  -0.66  -0.661
N  1.04  0.18  0.67  -0.087
H  -1.09  1.48  2.12  0.283
H  -2.04  -0.01  2.09  0.336
H  -0.49  0.05  2.97  0.351
H  -0.63  -1.17  0.54  0.055
H  0.66  0.14  -3.31  0.251
H  -0.87  -0.42  -3.03  0.289
H  2.38  0.07  -0.99  0.372
H  1.72  0.23  1.41  0.219

Properties
- HOMO level (eV) = -7.83
- orbital gap (eV) = 8.64


# 12
Formula: C5H8N2
Source: the OMol25 dataset
Level of theory: wB97M-V/def2-TZVPD

Each line ends with the Mulliken charge.
Positions of all 15 atoms, in Å:
C  -1.01  -1.10  0.93  -1.410
C  0.14  -0.74  0.01  0.026
C  -0.12  -0.10  -1.36  -0.598
N  1.13  0.66  -1.19  -0.531
C  1.02  0.52  0.27  0.325
C  0.28  1.63  0.91  0.038
N  -0.29  2.53  1.38  -0.481
H  -1.68  -0.25  1.08  0.362
H  -1.58  -1.93  0.50  0.363
H  -0.64  -1.43  1.91  0.330
H  0.82  -1.58  -0.11  0.326
H  -1.02  0.54  -1.34  0.288
H  -0.16  -0.75  -2.24  0.347
H  1.17  1.60  -1.56  0.266
H  1.96  0.38  0.81  0.351

Properties
- SMILES string = C[C@H]1CN[C@H]1C#N
- HOMO level (eV) = -9.84
- orbital gap (eV) = 10.82


Asked for energy above the lowest of the compared OMol25 structures with the same formula, charge and spin across the records above, the calculation gives 131.83, 480.72, 665.33, 414.25, 168.53, 546.41, 210.49, 254.95, 48.64, 216.04, 303.98, 125.21 kJ/mol in order.